Entry from the Open Molecules 2025 dataset: a 11-piece molecular cluster, C26H47N2O41S10 overall (the ωB97M-V functional and the def2-TZVPD basis).

```
! RIJCOSX wB97M-V def2-TZVPD def2/J DEFGRID3
* xyz 1 1
C -1.67391 -3.45467 -1.42427
C -0.86926 -2.92947 -2.47048
C -0.90272 -1.41089 -2.58474
C -2.17632 -0.73370 -2.81294
C -2.01918 0.69520 -2.84263
C -0.66501 1.20806 -2.65072
O -0.54603 2.59148 -2.64290
N 0.47612 0.55804 -2.48852
N 0.23411 -0.74718 -2.47037
H -2.78174 -3.46950 -1.60955
H -1.25209 -3.77289 -0.44704
H -0.30769 -3.59678 -3.16101
H -3.13864 -1.25723 -2.92639
H -2.86316 1.39557 -2.97630
H -0.59399 2.86010 -1.70307
H 1.09170 -1.32516 -2.34354
C 5.92664 -0.60209 -2.20727
C 5.26798 0.22635 -1.12685
O 3.99244 -0.39794 -0.91867
S 4.13251 -1.98540 -1.17172
O 4.29743 -2.62567 0.08366
O 3.12805 -2.37716 -2.11558
O 5.55377 -1.96029 -1.91775
H 5.53999 -0.34619 -3.19239
H 7.00827 -0.49744 -2.20541
H 5.14717 1.26670 -1.41731
H 5.82638 0.17421 -0.18896
C 1.29177 2.31277 0.74707
C 1.83394 1.47903 1.89402
O 2.90622 2.25474 2.43137
S 2.56497 3.82471 2.26365
O 2.02110 4.30131 3.48407
O 3.65954 4.45325 1.61376
O 1.35518 3.66349 1.20101
H 1.92313 2.22143 -0.14158
H 0.26598 2.04563 0.49191
H 2.19020 0.50329 1.56843
H 1.08387 1.34746 2.67837
C 0.16373 -8.47974 0.99685
C -0.49111 -8.09355 -0.31398
O -1.66952 -7.37338 0.06500
S -1.38618 -6.58141 1.43984
O -1.04581 -5.23179 1.12421
O -2.40591 -6.90942 2.36780
O -0.03729 -7.35329 1.85803
H -0.32833 -9.34481 1.44680
H 1.22585 -8.68730 0.88251
H -0.74773 -8.95808 -0.92229
H 0.14669 -7.41944 -0.89181
C -1.80358 -3.06983 3.93221
C -1.25496 -3.87946 5.08642
O -0.13822 -3.11735 5.56541
S -0.43697 -1.54641 5.35270
O -0.92748 -1.01340 6.58041
O 0.65695 -0.97232 4.64787
O -1.68015 -1.70081 4.34040
H -1.20395 -3.21082 3.02923
H -2.84302 -3.30933 3.71686
H -0.94095 -4.87632 4.78446
H -1.98381 -3.95927 5.89670
C 0.41321 6.11348 -5.83037
C 0.78401 4.91801 -6.68226
O 0.11675 3.80522 -6.06220
S -1.26450 4.31764 -5.40979
O -2.32315 4.03785 -6.31820
O -1.29593 3.89671 -4.04368
O -0.95485 5.89844 -5.46320
H 1.00965 6.14909 -4.91478
H 0.52144 7.05128 -6.36826
H 1.85868 4.74970 -6.71827
H 0.40068 5.01760 -7.69119
C -6.43967 -0.38741 2.28773
C -5.28423 -0.13864 3.23530
O -5.39496 -1.16664 4.22159
S -6.00426 -2.49435 3.54080
O -4.92439 -3.36541 3.20829
O -7.11823 -2.92160 4.30542
O -6.53641 -1.81251 2.17909
H -7.37680 -0.01315 2.70052
H -6.27308 0.05801 1.30839
H -5.32889 0.84538 3.69741
H -4.32208 -0.25832 2.72812
C 9.76360 2.65445 -3.71709
C 10.01981 1.22684 -4.15696
O 8.73331 0.59673 -4.11529
S 7.60040 1.68425 -4.47970
O 7.26978 1.55054 -5.85350
O 6.61398 1.66129 -3.45097
O 8.50398 3.00388 -4.30263
H 9.66538 2.72322 -2.63112
H 10.54197 3.33651 -4.05311
H 10.72263 0.71052 -3.50676
H 10.38240 1.18757 -5.18680
C 1.42197 -2.37164 9.22580
C -0.05678 -2.19497 9.50254
O -0.41082 -3.30199 10.33701
S 0.85288 -3.69107 11.26294
O 0.68422 -3.08132 12.53504
O 1.11122 -5.07927 11.10770
O 1.97465 -2.85927 10.45129
H 1.59263 -3.12379 8.45098
H 1.90204 -1.43892 8.93531
H -0.65167 -2.19236 8.59341
H -0.24661 -1.27551 10.06239
C 3.82735 5.21769 -9.99365
C 3.18258 5.58919 -11.31433
O 1.95641 6.23305 -10.95332
S 2.15960 7.01816 -9.56147
O 2.42543 8.38157 -9.84570
O 1.13135 6.60892 -8.66168
O 3.54215 6.31407 -9.11888
H 3.37422 4.31718 -9.57132
H 4.90212 5.07275 -10.08430
H 2.99099 4.72175 -11.94227
H 3.79301 6.30851 -11.86566
C -11.25410 -0.00229 5.00318
C -11.36830 1.47191 5.33680
O -10.02516 1.89231 5.59587
S -9.01615 1.03993 4.67427
O -8.70254 1.81090 3.51726
O -8.01740 0.46918 5.50662
O -10.04912 -0.11772 4.23956
H -11.14419 -0.60633 5.90670
H -12.10518 -0.36305 4.42880
H -12.00213 1.65536 6.20164
H -11.74345 2.04358 4.48414
*
```

Strongest force on any atom ... 4.25 eV/Å
E_HOMO ... -11.7 eV
Orbital gap ... 7.18 eV

=====

Entry from the Open Molecules 2025 dataset: a 11-piece molecular cluster, C26H48Cl18O6 overall (the ωB97M-V functional and the def2-TZVPD basis).

```
! RIJCOSX wB97M-V def2-TZVPD def2/J DEFGRID3
* xyz 0 1
C 6.90918 16.62927 -8.84868
C 8.31492 16.08725 -8.48906
C 8.83874 16.24758 -7.05707
O 8.66402 14.98903 -6.42769
C 8.43707 14.06595 -7.33325
O 8.39538 12.86456 -7.20575
O 8.38632 14.62471 -8.51328
H 6.22870 16.41164 -8.02547
H 6.72644 16.10402 -9.78613
H 6.87275 17.68698 -9.10950
H 9.05209 16.57614 -9.12598
H 8.24005 16.97405 -6.50761
H 9.89864 16.49517 -6.99862
C 4.25740 19.06511 -8.12894
C 3.01111 18.65174 -7.22139
C 3.00447 17.22135 -6.69040
O 2.58599 17.38067 -5.34707
C 2.63237 18.64849 -4.95475
O 2.43740 19.04695 -3.85512
O 3.06196 19.44254 -6.05950
H 4.37886 20.12109 -8.37032
H 4.29702 18.52283 -9.07364
H 5.22203 18.87891 -7.65679
H 2.07564 18.84258 -7.74730
H 3.97625 16.74207 -6.80891
H 2.25717 16.65174 -7.24285
Cl -0.22149 17.87106 -6.99498
C -0.97470 17.94666 -5.37246
C -2.55431 17.95144 -5.39846
Cl -3.14372 19.37853 -6.34865
H -0.76936 18.95641 -5.01704
H -0.51818 17.15658 -4.77626
H -3.09224 17.96813 -4.45059
H -2.88591 17.11005 -6.00691
Cl 5.13288 14.58720 -5.30926
C 6.06500 13.54276 -4.14700
C 6.03445 12.09445 -4.58469
Cl 4.36281 11.53943 -4.65039
H 5.68261 13.72818 -3.14326
H 7.08146 13.93592 -4.12887
H 6.57162 11.43885 -3.89932
H 6.43582 11.86829 -5.57254
Cl 4.48188 22.76302 -3.66202
C 4.07131 21.76380 -2.31918
C 5.01921 22.15363 -1.16366
Cl 6.61239 21.43861 -1.37403
H 4.22161 20.70806 -2.54486
H 3.01024 21.79636 -2.07187
H 4.72643 21.83270 -0.16397
H 5.14007 23.23660 -1.13790
Cl 5.85056 21.72377 -10.31408
C 6.00704 23.25874 -11.29098
C 6.53129 22.95050 -12.66967
Cl 8.15130 22.20171 -12.68992
H 6.76894 23.85277 -10.78627
H 5.02085 23.71005 -11.18204
H 6.59455 23.90812 -13.18647
H 5.80243 22.25568 -13.08689
Cl 3.91998 15.05962 -9.01690
C 4.29370 13.40470 -8.72404
C 5.32181 12.90136 -9.73749
Cl 5.70426 11.20893 -9.30074
H 3.36349 12.83729 -8.75342
H 4.70200 13.25626 -7.72436
H 6.27811 13.42400 -9.75817
H 4.92343 12.80260 -10.74727
Cl 0.47306 14.20897 -7.55580
C 1.13996 13.31251 -6.16872
C 0.90424 14.12434 -4.85471
Cl -0.86764 14.20762 -4.46985
H 2.19098 13.08305 -6.34421
H 0.65859 12.33829 -6.08345
H 1.28841 15.13481 -4.71519
H 1.40511 13.51161 -4.10517
Cl 0.17251 21.01359 -0.93387
C 0.02679 19.34165 -1.67434
C -1.24728 18.67461 -1.09675
Cl -1.01485 18.11692 0.54800
H 0.94668 18.84185 -1.37086
H -0.00057 19.43446 -2.76003
H -1.49875 17.75441 -1.62410
H -2.07562 19.36317 -1.26364
Cl 2.98788 22.78656 -8.88884
C 3.45112 22.95758 -7.14358
C 3.11493 24.35712 -6.53461
Cl 1.41175 24.56046 -6.22829
H 4.50719 22.75784 -6.96213
H 3.02158 22.07152 -6.67614
H 3.44138 25.22494 -7.10769
H 3.49809 24.37475 -5.51433
Cl 9.62626 21.17939 -4.49525
C 8.05259 21.77755 -5.13079
C 7.07026 20.57403 -5.17595
Cl 7.62656 19.43690 -6.42982
H 8.21911 22.33223 -6.05420
H 7.70373 22.44562 -4.34333
H 6.06911 20.95520 -5.37723
H 7.11878 20.03929 -4.22737
*
```

SMILES ... C[C@H]1COC(=O)O1.C[C@H]1COC(=O)O1.ClCCCl.ClCCCl.ClCCCl.ClCCCl.ClCCCl.ClCCCl.ClCCCl.ClCCCl.ClCCCl
Strongest force on any atom ... 3.78 eV/Å
E_HOMO ... -10.5 eV
Orbital gap ... 10.81 eV

=====

Entry from the Open Molecules 2025 dataset: a 9-piece molecular cluster, C26H48ClF4N2O11 overall (the ωB97M-V functional and the def2-TZVPD basis).

```
! RIJCOSX wB97M-V def2-TZVPD def2/J DEFGRID3
* xyz 1 1
C -0.44552 -4.70210 -2.89355
C -0.82081 -5.30708 -1.53149
N -1.92324 -4.58527 -0.84439
C -1.73597 -3.19567 -0.78364
C -0.54254 -2.64588 -0.34178
C -0.39886 -1.27494 -0.26166
C 0.83736 -0.59179 0.24273
O 0.85691 0.58281 0.37965
O 1.93808 -1.34338 0.59652
C 2.79583 -1.69173 -0.44238
F 3.92818 -2.07296 0.13505
F 2.29064 -2.73141 -1.13574
C 3.11703 -0.54774 -1.42216
F 4.00147 -1.04184 -2.32090
F 3.69681 0.47961 -0.79645
C -1.46317 -0.46141 -0.63372
C -2.63606 -1.03479 -1.07462
C -3.76552 -0.13689 -1.44009
C -3.81663 0.38699 -2.72778
C -4.84171 1.25295 -3.08177
C -5.79498 1.59697 -2.13014
C -5.74447 1.05623 -0.85551
C -4.73010 0.18367 -0.48981
N -2.76053 -2.38859 -1.15522
C -4.03336 -2.99234 -1.60441
C -3.92635 -3.80262 -2.89662
O -4.07728 -4.96252 -2.89604
Cl -3.60835 -2.92663 -4.38367
H -0.25120 -5.52447 -3.57650
H 0.47861 -4.12979 -2.84546
H -1.24846 -4.10019 -3.30972
H -1.14453 -6.32957 -1.68931
H 0.08236 -5.34240 -0.91573
H -1.97632 -4.96369 0.09686
H 0.27411 -3.27655 -0.03047
H 2.25409 -0.19118 -1.99177
H -1.34852 0.60724 -0.55177
H -3.03488 0.10762 -3.42156
H -4.85752 1.66443 -4.07980
H -6.56056 2.29546 -2.43423
H -6.50923 1.35013 -0.15158
H -4.69518 -0.20520 0.51862
H -4.79715 -2.23565 -1.75639
H -4.38413 -3.65972 -0.82684
C -1.40707 -9.81325 -0.61664
O -1.22933 -8.71633 -1.51623
H -2.37484 -9.69702 -0.13697
H -1.38922 -10.76039 -1.15822
H -0.62684 -9.81634 0.14770
H -0.37315 -8.83025 -1.93848
C 6.49826 1.25990 -3.80109
O 5.47718 2.26865 -3.83325
H 7.35497 1.64047 -4.35305
H 6.79321 1.05603 -2.77888
H 6.14388 0.34470 -4.27303
H 4.72630 1.92695 -3.34350
C 1.33905 4.17598 1.77183
O 1.07478 2.92493 2.41109
H 1.77659 4.85318 2.49973
H 2.03914 4.03215 0.94710
H 0.40719 4.60522 1.39295
H 0.68815 2.34700 1.74886
C -2.29154 3.15654 4.54362
O -2.14040 4.26516 3.66097
H -3.28515 3.19602 4.98169
H -2.17735 2.21991 3.98984
H -1.54669 3.20905 5.33934
H -1.25568 4.21154 3.28618
C 8.06113 -2.14714 -2.41950
O 7.03170 -1.15776 -2.43459
H 8.91077 -1.75244 -2.96991
H 8.37124 -2.36836 -1.39554
H 7.72030 -3.06724 -2.90076
H 6.28533 -1.51391 -1.94511
C -1.03591 2.56373 8.55744
O -2.34140 3.12895 8.61019
H -1.13477 1.48329 8.48926
H -0.50107 2.93456 7.67830
H -0.47485 2.81645 9.46036
H -2.24596 4.08355 8.66933
C -1.81010 7.83736 4.28182
O -2.39968 6.81842 5.07461
H -1.33285 8.55043 4.94968
H -1.05336 7.41755 3.61072
H -2.56743 8.35876 3.68955
H -2.81033 6.18675 4.47523
C 3.59327 5.44725 -1.43127
O 2.49395 6.33299 -1.23143
H 3.32459 4.48296 -1.00627
H 3.80013 5.32308 -2.49666
H 4.48284 5.82840 -0.92491
H 2.73261 7.18450 -1.60693
*
```

Strongest force on any atom ... 1.07 eV/Å
E_HOMO ... -11.1 eV
Orbital gap ... 5.86 eV

=====

Entry from the Open Molecules 2025 dataset: a 3-piece molecular cluster, C26H48ClF7N4O5S overall (the ωB97M-V functional and the def2-TZVPD basis).

```
! RIJCOSX wB97M-V def2-TZVPD def2/J DEFGRID3
* xyz 0 3
C -0.56331 -0.82856 1.85517
C 0.39493 0.28638 1.42346
C -0.06928 1.12600 0.20985
N -1.36422 0.71951 -0.38416
N -2.27112 1.82947 -0.39692
C -3.64990 1.48929 -0.34873
F -4.28609 1.65370 -1.57871
C -4.03701 0.14300 0.24316
O -3.82035 -0.80880 -0.78452
C -4.16818 -2.12072 -0.55695
F -4.66440 -2.30097 0.71283
Cl -2.74218 -3.16589 -0.77115
S -4.38474 2.88306 0.63926
O -5.74577 2.59291 1.00084
O -4.02100 4.10206 -0.03334
C -3.38811 2.87107 2.24977
F -2.64397 3.96689 2.26931
F -2.60458 1.78663 2.34002
C -4.29185 2.86355 3.50686
F -5.04679 1.77738 3.53477
F -3.52016 2.86250 4.58599
F -5.06203 3.93681 3.54427
H -0.07860 -1.45112 2.61698
H -1.47828 -0.42209 2.29745
H -0.83815 -1.48107 1.02286
H 0.55583 0.95037 2.27881
H 1.36158 -0.16860 1.18174
H 0.70137 1.10996 -0.56947
H -0.18234 2.17051 0.52173
H -1.19820 0.43468 -1.34400
H -2.12320 2.47699 -1.16893
H -3.46407 -0.05432 1.14837
H -5.10183 0.19541 0.50198
H -4.91918 -2.45220 -1.28160
C 6.29250 2.88509 4.53968
C 4.90657 2.97905 3.86187
C 4.13708 4.23583 4.29184
C 3.53602 4.16152 5.69164
C 2.66716 2.91436 5.82570
C 3.42890 1.62776 5.50522
N 4.06715 1.76837 4.14869
O 3.25336 1.48418 3.19180
C 4.44636 1.33091 6.61709
C 2.47036 0.44490 5.44431
C 5.14562 3.04937 2.35846
H 6.31879 2.21827 5.39182
H 7.02918 2.50276 3.83289
H 6.63064 3.86682 4.87317
H 3.32492 4.40246 3.57726
H 4.81051 5.09079 4.20585
H 4.32304 4.17341 6.45083
H 2.92706 5.04974 5.86920
H 2.26006 2.82942 6.83588
H 1.81467 3.00079 5.14463
H 5.09241 0.49701 6.33922
H 3.90254 1.04861 7.51883
H 5.06947 2.18088 6.88089
H 1.65254 0.61863 4.74967
H 2.05110 0.28442 6.43819
H 2.99104 -0.46296 5.13778
H 5.57785 2.11953 1.98883
H 5.85126 3.85986 2.16689
H 4.23134 3.24546 1.80402
C -3.15892 -4.08919 -6.36904
C -2.27343 -2.94779 -5.81891
C -1.58927 -2.15573 -6.94144
C -0.40670 -2.87072 -7.58746
C 0.60045 -3.29337 -6.52137
C -0.02330 -4.17144 -5.43573
N -1.22714 -3.46412 -4.87524
O -0.92037 -2.61434 -3.95782
C -0.35736 -5.55606 -6.01098
C 0.96071 -4.38446 -4.29251
C -3.18762 -2.00457 -5.04534
H -2.68950 -5.06372 -6.33278
H -4.07220 -4.17093 -5.77938
H -3.44750 -3.89545 -7.40277
H -1.23312 -1.20800 -6.52548
H -2.34461 -1.90580 -7.68900
H -0.74732 -3.73304 -8.16734
H 0.07661 -2.19720 -8.29755
H 1.43455 -3.83969 -6.96781
H 1.01969 -2.39683 -6.05415
H -0.92817 -6.14665 -5.29313
H 0.57584 -6.08245 -6.21273
H -0.90612 -5.52195 -6.94804
H 1.32951 -3.44371 -3.89273
H 1.80952 -4.95876 -4.66546
H 0.49632 -4.94230 -3.47863
H -3.59388 -2.49723 -4.16150
H -4.01580 -1.72465 -5.69918
H -2.67518 -1.10080 -4.72562
*
```

Strongest force on any atom ... 0.95 eV/Å
E_HOMO (spin up / spin down) ... -8.2 / -9.4 eV
Orbital gap (spin up / spin down) ... 8.79 / 9.84 eV

=====

no.,DFT total energy (Ha)
1,-8194.472859
2,-9754.405334
3,-2815.926132
4,-3171.953745